(1)
Here is FH2NS2 in the gas phase at a distorted geometry from OMol25. Energies are from ωB97M-V/def2-TZVPD.

Structure (ORCA input):
```
! RIJCOSX wB97M-V def2-TZVPD def2/J DEFGRID3
* xyz 0 1
F -1.502 -1.442 -0.309
H 0.101 0.297 1.529
N 0.315 0.398 -0.447
S -0.109 -0.943 -1.214
H -0.113 1.229 -0.574
S 1.308 0.462 1.015
*
```

Results
Orbital gap (Eh): 0.3563
Electronic energy (Eh): -952.1332
LUMO level (eV): 0.3
HOMO (eV): -9.43



(2)
Here is FH2O2P in the gas phase at a distorted geometry from OMol25. Energies are from ωB97M-V/def2-TZVPD.

Structure (ORCA input):
```
! RIJCOSX wB97M-V def2-TZVPD def2/J DEFGRID3
* xyz 0 1
F 0.504 0.109 -2.722
H -0.663 0.478 0.201
H 1.019 -0.194 -0.522
O -0.973 -1.175 -1.338
P -0.155 -0.816 0.084
O -0.951 -0.086 -2.439
*
```

Results
Orbital gap (Eh): 0.3829
Electronic energy (Eh): -592.6534
LUMO level (eV): -0.7
HOMO (eV): -11.08



(3)
Here is FH2OZn as an isolated structure at a distorted geometry from OMol25. Energies are from ωB97M-V/def2-TZVPD.

Structure (ORCA input):
```
! RIJCOSX wB97M-V def2-TZVPD def2/J DEFGRID3
* xyz 0 2
Zn -0.459 2.700 -0.177
H -0.107 -1.868 -0.350
O 0.162 -1.410 0.450
H 0.274 -0.474 0.187
F 0.130 1.053 -0.109
*
```

Results
Orbital gap (spin up / spin down) (Eh): 0.3439 / 0.2950
Electronic energy (Eh): -1955.5926
LUMO level (spin up / spin down) (eV): 0.0 / -2.2
HOMO (spin up / spin down) (eV): -9.33 / -10.26



(4)
Here is FH2PS in the gas phase at a distorted geometry from OMol25. Energies are from ωB97M-V/def2-TZVPD.

Structure (ORCA input):
```
! RIJCOSX wB97M-V def2-TZVPD def2/J DEFGRID3
* xyz 0 1
P 0.679 -0.481 -0.507
H -0.169 -1.652 -0.124
H 1.237 -0.856 0.633
S -0.703 1.111 0.685
F -1.044 1.877 -0.686
*
```

Results
Orbital gap (Eh): 0.3226
Electronic energy (Eh): -840.5325
LUMO level (eV): -0.5
HOMO (eV): -9.25



(5)
Here is FH3N2 in the gas phase at a distorted geometry from OMol25. Energies are from ωB97M-V/def2-TZVPD.

Structure (ORCA input):
```
! RIJCOSX wB97M-V def2-TZVPD def2/J DEFGRID3
* xyz 0 1
N -0.357 -0.034 -0.311
H -0.572 -0.553 0.520
H 0.630 0.946 0.835
N 0.794 0.606 -0.154
H -0.413 -0.718 -1.167
F 2.122 -0.176 0.003
*
```

Results
Orbital gap (Eh): 0.4051
Electronic energy (Eh): -211.0587
LUMO level (eV): 1.0
HOMO (eV): -10.03



(6)
Here is a 3-piece molecular cluster, FH3N2O overall at a distorted geometry from OMol25. Energies are from ωB97M-V/def2-TZVPD.

Structure (ORCA input):
```
! RIJCOSX wB97M-V def2-TZVPD def2/J DEFGRID3
* xyz 0 1
N 0.046 -1.981 0.096
F 0.458 2.823 1.030
N -0.299 1.742 -1.035
H 0.228 -1.729 1.060
O 0.322 2.600 -0.700
H -0.909 -2.302 0.025
H 0.153 -1.153 -0.475
*
```

Results
Orbital gap (spin up / spin down) (Eh): 0.3074 / 0.3009
Electronic energy (Eh): -286.2461
LUMO level (spin up / spin down) (eV): -1.9 / -2.1
HOMO (spin up / spin down) (eV): -10.24 / -10.24



(7)
Here is a 2-piece molecular cluster, FH3N2O overall at a distorted geometry from OMol25. Energies are from ωB97M-V/def2-TZVPD.

Structure (ORCA input):
```
! RIJCOSX wB97M-V def2-TZVPD def2/J DEFGRID3
* xyz 0 1
H 2.102 -0.766 0.633
H -1.279 1.226 -0.177
N 1.256 0.670 -0.369
N 1.261 -0.352 0.183
O -1.825 0.437 0.145
F -1.921 -0.411 -0.996
H 0.405 -0.805 0.581
*
```

Results
Orbital gap (Eh): 0.3359
Electronic energy (Eh): -286.1864
LUMO level (eV): 0.7
HOMO (eV): -8.43



(8)
Here is a 2-piece molecular cluster, FH3N2O2S overall at a distorted geometry from OMol25. Energies are from ωB97M-V/def2-TZVPD.

Structure (ORCA input):
```
! RIJCOSX wB97M-V def2-TZVPD def2/J DEFGRID3
* xyz 0 1
H -1.043 -1.635 0.823
H 0.920 2.118 0.066
S -0.298 0.384 0.061
O -0.203 0.802 1.468
H -0.979 -1.437 -0.862
N 1.232 0.340 -0.768
F 2.140 -0.335 -0.032
O -1.229 1.037 -0.745
N -0.539 -1.273 -0.011
*
```

Results
Orbital gap (spin up / spin down) (Eh): 0.3558 / 0.3246
Electronic energy (Eh): -759.5979
LUMO level (spin up / spin down) (eV): -1.4 / -1.9
HOMO (spin up / spin down) (eV): -11.09 / -10.71



(9)
Here is a 2-piece molecular cluster, FH3N2OS overall at a distorted geometry from OMol25. Energies are from ωB97M-V/def2-TZVPD.

Structure (ORCA input):
```
! RIJCOSX wB97M-V def2-TZVPD def2/J DEFGRID3
* xyz 0 1
N 0.873 -0.677 0.542
O -1.249 0.191 -1.047
F 2.013 -1.462 -0.123
S -2.076 -0.106 0.493
N 0.885 0.486 0.506
H 1.449 1.124 0.007
H -0.553 -0.436 -1.373
H -1.343 0.880 0.996
*
```

Results
Orbital gap (Eh): 0.3506
Electronic energy (Eh): -684.4421
LUMO level (eV): 0.0
HOMO (eV): -9.50



(10)
Here is FH3NO2P in the gas phase at a distorted geometry from OMol25. Energies are from ωB97M-V/def2-TZVPD.

Structure (ORCA input):
```
! RIJCOSX wB97M-V def2-TZVPD def2/J DEFGRID3
* xyz 0 1
H -1.034 1.443 1.137
O -0.790 0.274 -1.227
P 0.036 -0.073 0.066
F -1.087 -1.022 0.823
H 2.015 -0.880 0.457
H -0.412 -0.226 -1.950
N 1.388 -0.708 -0.305
O -0.117 1.193 0.999
*
```

Results
Orbital gap (Eh): 0.3960
Electronic energy (Eh): -648.3548
LUMO level (eV): 0.5
HOMO (eV): -10.32



(11)
Here is a 2-piece molecular cluster, FH5N3P overall at a distorted geometry from OMol25. Energies are from ωB97M-V/def2-TZVPD.

Structure (ORCA input):
```
! RIJCOSX wB97M-V def2-TZVPD def2/J DEFGRID3
* xyz 0 1
H 0.456 2.407 0.180
N -1.749 -0.858 0.358
H 0.588 2.248 1.801
P -0.737 -1.294 -0.716
N 1.117 2.267 0.937
F -1.313 -0.736 -2.130
H 0.997 -2.158 -1.721
H 1.530 1.348 0.816
H -1.479 -1.160 1.281
N 0.591 -2.064 -0.805
*
```

Results
Orbital gap (Eh): 0.3696
Electronic energy (Eh): -608.4854
LUMO level (eV): -0.1
HOMO (eV): -10.19



(12)
Here is a 2-piece molecular cluster, FH5S2Si2 overall at a distorted geometry from OMol25. Energies are from ωB97M-V/def2-TZVPD.

Structure (ORCA input):
```
! RIJCOSX wB97M-V def2-TZVPD def2/J DEFGRID3
* xyz 0 1
S -2.130 -1.514 0.426
Si 1.018 0.642 0.776
H 0.429 1.277 1.848
S 0.176 -1.301 -2.218
H 1.654 1.825 0.012
H 1.374 -1.231 -1.774
Si -0.745 -0.249 -0.597
H -2.043 -0.053 1.557
F -1.528 0.987 -1.319
H 1.796 -0.383 1.288
*
```

Results
Orbital gap (Eh): 0.3211
Electronic energy (Eh): -1478.2432
LUMO level (eV): -1.0
HOMO (eV): -9.72